Here is a cluster of 7 separate species, C12H33Cl6O10P in total from the Open Molecules 2025 dataset. Energies are from the ωB97M-V functional and the def2-TZVPD basis.

XYZ file:
```
62
Properties=species:S:1:pos:R:3:forces:R:3
C -3.170936 20.736108 21.219220 1.90 -0.02 -1.73
O -4.546886 20.583532 21.339687 -1.84 -0.24 -1.04
P -5.552939 20.479433 20.056802 -0.58 0.47 -0.85
O -5.418823 21.524357 18.938824 -0.18 -2.62 3.08
O -5.463623 18.919173 19.539483 2.43 3.71 1.40
C -6.394104 18.158881 18.915381 -3.48 -2.12 0.33
O -6.919032 20.509844 20.932767 1.36 0.08 -1.40
C -7.131770 21.668564 21.740718 -1.18 0.57 0.85
H -2.724723 21.626694 21.661780 -0.70 0.07 0.51
H -2.947420 20.847567 20.158225 0.35 0.00 -0.17
H -2.619969 19.855008 21.548162 -0.31 -0.07 0.28
H -6.916241 17.627816 19.711276 -0.15 -0.37 0.24
H -6.062839 17.334576 18.283806 0.93 0.62 -0.23
H -7.254043 18.634636 18.443949 0.52 0.78 -0.48
H -8.086120 22.133637 21.493685 -0.01 -0.16 -0.48
H -6.393484 22.469585 21.703375 0.37 -0.45 -0.29
H -7.269446 21.346716 22.772975 0.42 -0.15 0.01
Cl 0.261113 25.684747 18.952161 -0.37 -0.84 -0.09
C -0.822595 24.371323 18.335364 -0.83 0.99 0.16
Cl -2.397519 24.322854 19.262341 1.02 -0.17 -0.37
H -1.118796 24.709553 17.342406 0.20 -0.44 0.16
H -0.349087 23.389662 18.350430 -0.10 0.36 0.12
Cl -1.920985 18.300434 17.166175 -0.18 -0.84 -0.91
C -2.227805 17.020630 15.886565 -0.02 0.54 0.61
Cl -1.455094 15.510149 16.222214 0.77 -0.95 0.53
H -3.283963 16.752506 15.914040 0.11 0.82 -0.43
H -1.777348 17.334894 14.945062 -0.68 0.42 0.19
Cl -2.513258 19.768872 13.345495 0.49 -0.49 0.43
C -3.177700 20.761774 12.089223 -1.21 0.98 0.29
Cl -4.462023 19.906499 11.180073 0.71 0.18 -0.20
H -3.725164 21.561606 12.587873 0.17 -0.03 -0.03
H -2.386088 21.236046 11.509124 -0.21 -0.63 -0.43
O -1.907990 22.011409 16.563754 0.18 0.37 -0.22
C -3.250132 21.616877 16.621448 -0.51 -1.61 0.35
C -4.167698 22.586322 15.946623 0.46 2.07 1.14
O -5.531452 22.447634 16.241401 -0.74 -0.56 -1.38
H -1.742161 22.044603 15.618770 0.84 0.05 -0.34
H -3.378631 20.669345 16.098205 0.07 -0.38 -0.06
H -3.495372 21.374469 17.655477 -0.16 0.59 -0.01
H -3.896313 22.651595 14.892961 -0.84 -0.63 -0.49
H -3.897837 23.596669 16.253999 0.41 0.30 0.43
H -5.666963 22.310997 17.181919 0.40 -0.20 0.49
O -0.513673 22.557321 13.960671 -1.45 -1.04 1.72
C 0.107515 22.168121 12.795914 0.21 2.58 -2.44
C -0.264125 23.270817 11.706671 0.67 -1.01 -0.54
O 0.443146 24.472483 11.916454 -0.10 0.42 0.44
H -0.252411 23.423189 14.282565 0.40 0.11 -0.47
H 1.186637 22.197776 12.946584 0.23 -0.21 -0.32
H -0.173540 21.200767 12.379569 -0.37 -0.16 0.82
H -1.325027 23.512480 11.641878 -0.18 -0.03 0.92
H -0.103378 22.951373 10.677001 0.53 -0.55 -0.11
H 1.289938 24.428843 11.466297 0.02 -0.06 0.03
O -11.118597 22.458208 17.306549 0.16 0.96 1.43
C -10.570404 21.907736 16.155913 0.34 -1.82 -0.72
C -9.000593 21.898328 16.005308 -1.99 1.65 0.43
O -8.720236 23.281713 16.072400 0.90 0.42 0.03
H -11.568562 23.266569 17.050283 0.26 0.09 0.32
H -10.924542 20.879083 16.223440 0.13 -0.37 -0.74
H -11.085578 22.435293 15.353176 0.69 -0.41 -0.78
H -8.633694 21.565875 15.034241 -0.44 -0.74 -0.02
H -8.474809 21.414085 16.828195 -0.29 -0.52 0.04
H -7.760503 23.290961 16.051665 0.42 0.69 -0.01
```
Forces are in eV/Å.

Calculated values
maximum force: 4.6 eV/Å
relative energy (zero: lowest compared OMol25 entry of this formula, charge and spin): 59.3 kcal per mole
SMILES: COP(=O)(OC)OC.ClCCl.ClCCl.ClCCl.OCCO.OCCO.OCCO
HOMO energy: -9.61 eV
electronic energy: -4331.87257 Eh
gap between HOMO and LUMO: 10.0 eV



Here is an isolated molecule of C6H9I from the Open Molecules 2025 dataset. Energies are from the ωB97M-V functional and the def2-TZVPD basis.

XYZ file:
```
16
Properties=species:S:1:pos:R:3:forces:R:3
C 0.383087 -2.148014 -0.902674 1.43 -2.91 -2.36
C 0.077487 1.303172 0.274582 -0.83 6.30 2.07
C 0.014271 -1.175339 -0.098462 1.43 4.51 1.41
C 0.758490 0.159443 0.026357 0.97 -9.57 -1.37
C 0.860565 2.546170 0.575586 -0.93 -0.91 -1.48
C -1.204440 -1.436073 0.715926 1.38 -0.92 1.93
I 2.818980 -0.134053 -0.200394 -0.46 0.75 -0.16
H -0.229342 -3.059933 -0.884513 0.38 0.28 -0.13
H 1.252891 -2.193857 -1.601626 -0.92 0.43 0.76
H -0.953113 1.354484 0.495221 -1.03 -0.44 -0.19
H 0.364044 3.352358 1.001574 -1.50 1.08 1.29
H 1.022356 2.955612 -0.406569 0.95 0.32 -0.84
H 1.774678 2.432942 1.082457 1.29 -0.44 0.48
H -2.052575 -1.490618 0.151566 -2.71 1.34 -1.64
H -1.252934 -0.809199 1.631013 -0.35 -0.64 -0.62
H -1.262668 -2.540524 0.909959 0.87 0.83 0.86
```
Forces are in eV/Å.

Calculated values
multiplicity: 3
maximum force: 9.7 eV/Å
relative energy (zero: lowest compared OMol25 entry of this formula, charge and spin): 20.3 kcal per mole
HOMO energy (spin up / spin down): -5.27 / -9.00 eV
electronic energy: -531.49966 Eh
gap between HOMO and LUMO (spin up / spin down): 5.8 / 6.7 eV



Here is a cluster of 13 separate species, C4H35N2O13 in total from the Open Molecules 2025 dataset. Energies are from the ωB97M-V functional and the def2-TZVPD basis.

XYZ file:
```
54
Properties=species:S:1:pos:R:3:forces:R:3
N -0.590130 -0.950828 1.157944 0.34 -2.63 2.91
C 0.830301 -0.577987 1.002368 0.12 1.91 -1.07
C 1.498201 -1.505416 0.006573 -0.24 -1.17 0.28
N 2.845005 -1.543914 -0.043388 -0.63 0.76 -0.52
C 3.634518 -0.430003 0.466533 0.29 0.36 -0.49
C 3.451114 -2.524024 -0.926158 2.83 -0.69 1.48
O 0.826386 -2.393653 -0.531250 -0.41 0.59 -0.23
H -0.562579 -1.949445 1.518957 0.05 0.64 -0.79
H -1.226445 -0.978576 0.379420 0.06 0.52 -0.82
H -1.067697 -0.568345 1.991672 0.29 1.02 -0.50
H 1.451471 -0.588538 1.884042 -0.78 -0.65 0.79
H 0.821763 0.514839 0.827806 0.28 -0.60 -0.78
H 4.549943 -0.302009 -0.152383 -0.58 -0.16 0.52
H 3.036043 0.470677 0.373770 0.08 0.26 -0.16
H 3.895036 -0.485244 1.523165 0.20 -0.49 -0.01
H 4.195373 -3.078993 -0.282266 -0.75 0.16 -0.45
H 2.762643 -3.270525 -1.292606 -0.20 0.41 -0.35
H 4.171390 -2.083132 -1.648631 -1.12 0.04 -0.13
H -0.791094 -0.196343 -3.086996 -1.72 1.02 -0.20
H -0.179937 -1.473794 -2.432195 -0.26 -0.05 -0.13
O -0.058353 -0.771710 -3.087278 1.98 -1.62 0.40
H -2.599914 0.655142 3.892445 -0.26 -0.02 0.14
H -2.083462 1.566020 2.707321 -0.04 0.02 -0.11
O -1.868211 0.811358 3.296644 -0.45 -0.20 -0.12
H -1.239465 1.296016 -1.675751 0.17 0.46 0.17
H -2.273213 0.317538 -1.311275 -0.19 -0.15 0.37
O -1.566492 0.832913 -0.894925 -0.52 -0.42 -0.52
H -5.144903 0.668617 0.842514 -0.22 0.24 -0.16
H -3.813069 1.268290 1.345011 -0.09 -0.09 -0.11
O -4.523542 0.650196 1.571007 0.29 -0.27 0.12
H -1.959703 2.518871 0.569911 -0.27 0.58 0.06
H -2.904609 3.280606 1.723551 -0.15 0.56 -0.81
O -2.220887 2.652817 1.502874 0.26 -0.84 0.51
H 2.497283 0.805491 -2.007529 -0.01 -0.54 -0.18
H 1.035719 0.084924 -1.975679 0.71 0.67 -0.68
O 1.572791 0.897717 -1.773294 -0.44 0.07 1.10
H 0.704331 -3.844311 1.610957 -0.26 0.79 -0.88
H 0.401591 -3.789188 2.982287 -0.57 0.87 0.61
O 0.282787 -3.205805 2.213222 0.99 -2.15 0.49
H 1.342228 2.378170 -2.755447 0.34 -0.26 -0.41
H 2.044504 2.584842 -4.140864 0.02 -0.06 0.12
O 1.224730 2.711924 -3.656278 -0.54 0.50 -0.23
H -1.380090 0.963797 -4.954708 0.24 0.13 0.00
H -0.453897 1.705679 -3.921922 0.07 0.26 -0.75
O -1.370583 1.440244 -4.118638 -0.18 -0.17 0.75
H 0.445438 2.745855 -0.851558 0.08 -0.03 0.15
H 0.066692 3.584903 0.383799 0.11 0.08 -0.04
O -0.299008 3.153001 -0.394285 0.04 0.09 0.00
H -3.465426 -2.752281 0.036026 0.24 -0.01 -0.16
H -3.925372 -1.421312 0.577416 0.25 0.30 0.10
O -3.181375 -1.833268 0.113362 -0.33 -0.07 0.13
H 0.919481 0.646671 4.386685 0.18 -0.02 -0.03
H -0.355541 0.801637 3.537577 0.86 -0.36 0.12
O 0.598245 0.509899 3.490465 -0.17 0.39 0.51
```
Forces are in eV/Å.

Calculated values
maximum force: 3.9 eV/Å
relative energy (zero: lowest compared OMol25 entry of this formula, charge and spin): 37.6 kcal per mole
HOMO energy: -12.39 eV
net charge: +1
electronic energy: -1260.84556 Eh
gap between HOMO and LUMO: 10.0 eV



Here is a structure of composition C21H56BF4O7V from the Open Molecules 2025 dataset. Energies are from the ωB97M-V functional and the def2-TZVPD basis.

XYZ file:
```
90
Properties=species:S:1:pos:R:3:forces:R:3
V 2.085392 0.634175 -0.548375 -0.75 0.25 -0.21
B -0.372566 -0.676184 -0.148827 -0.47 -0.18 0.60
F -1.150104 -0.096102 0.827618 0.24 0.05 -0.11
F 0.903243 -1.083637 0.393505 0.15 0.37 0.02
F -0.985909 -1.726202 -0.763563 0.21 0.21 -0.28
F 0.019133 0.370273 -1.091898 0.30 -0.13 -0.32
C 1.534589 3.622475 -3.673031 0.32 -0.04 0.18
C 1.055814 2.221964 -3.331309 -0.12 0.38 -0.23
C 0.651891 1.444843 -4.555770 -0.17 -0.27 -0.12
O 2.111185 1.504961 -2.607167 0.21 -0.03 0.40
H 2.091607 4.067891 -2.843451 -0.18 0.01 0.05
H 0.689743 4.269576 -3.899510 -0.02 0.00 -0.10
H 2.205887 3.602401 -4.535957 -0.09 0.01 -0.03
H 0.188205 2.279932 -2.675155 0.23 -0.17 0.33
H -0.303207 1.840935 -4.904086 0.05 -0.04 -0.11
H 0.517373 0.390148 -4.312501 -0.11 0.03 0.01
H 1.369510 1.522692 -5.373362 0.11 0.06 0.07
H 2.952216 1.827966 -2.948568 0.07 -0.06 -0.05
C 2.951905 -0.957009 3.403872 -0.16 0.09 0.04
C 2.397408 0.312523 2.801435 -0.09 -0.10 -0.16
C 2.695745 1.541478 3.621018 0.04 0.12 0.18
O 2.986104 0.479254 1.450437 0.32 0.12 0.04
H 4.031702 -0.868529 3.544432 0.02 -0.13 -0.08
H 2.698329 -1.808203 2.774128 0.15 -0.07 0.00
H 2.508161 -1.121804 4.386073 -0.01 0.01 0.00
H 1.326631 0.205828 2.631484 0.02 0.04 -0.17
H 2.385319 2.453970 3.112784 0.04 -0.03 -0.03
H 3.761337 1.596822 3.866834 -0.03 0.06 -0.08
H 2.158490 1.497587 4.569068 -0.01 -0.05 -0.01
H 3.905525 0.727170 1.598443 0.12 -0.05 -0.04
C -0.182168 3.275426 1.860138 -0.09 -0.20 0.23
C 0.033962 3.139323 0.376641 0.06 0.32 0.02
C -0.111864 4.444714 -0.383652 0.08 -0.35 -0.13
O 1.380977 2.591435 0.144407 -0.26 -0.36 -0.21
H -1.168550 3.690182 2.065950 -0.01 0.02 -0.04
H 0.560022 3.935363 2.314713 0.01 0.03 0.00
H -0.138512 2.290751 2.330583 0.05 0.09 0.06
H -0.646623 2.390165 -0.018384 0.10 -0.09 -0.07
H 0.639200 5.173692 -0.070369 -0.03 0.03 0.07
H -1.100558 4.865266 -0.211049 -0.02 0.05 0.01
H -0.000416 4.264907 -1.453377 -0.03 0.12 0.02
H 2.026676 3.270977 0.363247 0.02 0.05 0.08
C -4.157319 2.444187 -1.358936 -0.04 0.11 -0.12
C -2.924203 2.411447 -2.249211 -0.14 0.17 -0.08
C -2.734306 1.058641 -2.909219 -0.07 -0.31 -0.42
O -2.977860 3.450582 -3.234516 0.02 -0.01 0.12
H -4.269916 3.403756 -0.852791 0.12 -0.01 0.03
H -4.138235 1.645431 -0.617399 0.02 -0.01 0.00
H -5.049117 2.306119 -1.981027 0.04 -0.11 0.06
H -2.035987 2.667730 -1.663759 -0.01 -0.12 0.03
H -3.675687 0.636550 -3.276246 -0.09 0.12 0.22
H -2.273985 0.326789 -2.246497 -0.07 0.00 0.08
H -2.119557 1.149374 -3.804851 0.21 0.10 0.15
H -3.881802 3.511029 -3.560146 -0.01 0.01 -0.07
C 3.181106 -3.089263 -0.702552 0.00 0.11 -0.27
C 4.102882 -1.892333 -0.760705 0.37 0.24 -0.09
C 5.439357 -2.189874 -1.422819 -0.22 0.08 0.25
O 3.464957 -0.745084 -1.452162 -0.10 -0.32 0.37
H 3.626684 -3.840762 -0.052121 -0.05 -0.07 -0.01
H 3.069808 -3.523399 -1.701144 0.05 -0.04 0.06
H 2.188217 -2.840328 -0.338131 0.04 0.05 0.14
H 4.317455 -1.488212 0.229836 -0.28 -0.07 0.05
H 5.312869 -2.597551 -2.426524 0.01 0.00 -0.02
H 5.961374 -2.924672 -0.809192 0.03 -0.07 -0.12
H 6.055817 -1.293138 -1.457052 0.02 0.01 -0.10
H 3.328168 -0.986936 -2.375869 -0.08 0.02 -0.08
C -5.041920 -2.866295 1.782169 0.23 -0.28 0.07
C -4.525175 -2.727356 0.359795 -0.20 0.03 0.16
C -4.630321 -1.301107 -0.139598 0.07 0.34 0.08
O -3.163414 -3.171622 0.288754 -0.16 -0.11 0.06
H -4.530457 -2.178848 2.458639 -0.08 0.09 -0.05
H -4.841768 -3.872690 2.157010 -0.05 0.02 -0.06
H -6.119937 -2.710160 1.816481 0.00 0.13 0.02
H -5.123806 -3.386694 -0.277560 0.12 0.01 -0.08
H -4.386961 -1.220114 -1.201298 0.01 -0.02 0.02
H -3.939521 -0.666273 0.431244 0.02 -0.09 -0.07
H -5.623583 -0.879527 0.022809 -0.07 -0.16 -0.08
H -2.611708 -2.441165 -0.009798 0.04 -0.11 -0.05
C -0.284231 -3.270705 4.246670 0.32 -0.03 0.25
C -0.819826 -3.297993 2.837284 -0.36 -0.21 -0.02
C 0.087158 -4.091284 1.916948 0.29 -0.38 -0.16
O -2.110346 -3.898721 2.916369 0.31 -0.02 -0.15
H -0.935602 -2.704159 4.910388 -0.02 0.02 -0.01
H 0.726263 -2.851617 4.288724 -0.10 0.09 -0.06
H -0.210758 -4.292734 4.625086 -0.11 0.02 0.00
H -0.928456 -2.275440 2.449922 0.06 0.06 0.02
H 1.058426 -3.601917 1.785485 -0.10 0.07 -0.03
H -0.361447 -4.254451 0.933460 -0.01 0.22 0.00
H 0.284259 -5.085887 2.330207 -0.09 0.09 0.09
H -2.440363 -3.962710 2.006436 -0.18 0.16 0.04
```
Forces are in eV/Å.

Calculated values
multiplicity: 4
maximum force: 0.8 eV/Å
relative energy (zero: lowest compared OMol25 entry of this formula, charge and spin): 0.0 kcal per mole
HOMO energy (spin up / spin down): -11.28 / -11.28 eV
net charge: +1
electronic energy: -2728.81943 Eh
gap between HOMO and LUMO (spin up / spin down): 8.3 / 8.1 eV



- What is the formula in the fourth record?
  C21H56BF4O7V



- Which of these has the highest relative energy (zero: lowest compared OMol25 entry of this formula, charge and spin)?
  C12H33Cl6O10P



- Look up the relative energy (zero: lowest compared OMol25 entry of this formula, charge and spin) of the fourth one.
  0.0 kcal per mole



- Which formula does entry 1 have?
  C12H33Cl6O10P